Entry 1:
Entry from OMol25: a molecular structure, C28H29FIrNO at a distorted geometry (the ωB97M-V functional and the def2-TZVPD basis).

Results
* LUMO (spin up / spin down): -2.21 / -6.56 eV
* total charge: +1
* 2S+1: 6
* orbital gap (spin up / spin down): 7.78 / 5.14 eV
* electronic energy: -1418.07586 a.u.
* <S²>: 8.76

Cartesian coordinates (Å):
C 2.46673 -0.33923 2.35804
C 2.50813 -1.04123 1.13154
C 2.14513 -0.14943 0.09724
H 2.75713 -2.08043 1.01194
C 1.91223 1.11137 0.68464
C 2.11293 0.99467 2.07104
H 1.57473 1.99267 0.17034
C -1.01557 -1.94273 2.72884
C 0.08143 -2.65993 2.22334
C -0.01357 -2.66363 0.81494
H 0.87343 -3.10153 2.80434
C -1.16267 -1.94203 0.42694
C -1.77937 -1.50263 1.62804
H 2.08043 -0.37883 -0.95266
H 1.94173 1.77267 2.79434
H 2.68133 -0.74643 3.33164
H -2.66247 -0.89463 1.69824
H 0.69333 -3.11793 0.14434
H -1.21977 -1.73143 3.76514
Ir 0.28233 -0.41473 1.49964
C -1.69367 -1.73403 -0.97576
C -3.20207 -2.00523 -0.95536
C -1.01127 -2.68403 -1.95486
H -3.39657 -3.01563 -0.59816
H -3.61997 -1.89603 -1.95066
H -3.71467 -1.31413 -0.28786
H -1.20197 -3.72203 -1.68746
H 0.06733 -2.52903 -1.96466
H -1.39077 -2.51993 -2.95726
C -1.39667 -0.27783 -1.35686
C -1.93447 0.24417 -2.67176
H -0.31207 -0.13743 -1.36346
H -1.75337 0.38327 -0.56796
O -2.84177 -0.27003 -3.31726
N -1.33337 1.38697 -3.11606
C -0.14677 2.01727 -2.58476
H -1.65767 1.68197 -4.02356
C 1.17073 1.43957 -3.05066
C 2.35243 2.06337 -2.65416
H 2.30653 2.93467 -2.01246
C 3.58223 1.57297 -3.05996
H 4.48983 2.06917 -2.74296
C 3.65163 0.44037 -3.86246
H 4.61183 0.05297 -4.17516
C 2.48173 -0.19173 -4.25196
H 2.52443 -1.07533 -4.87496
C 1.24833 0.30727 -3.85056
H 0.34073 -0.18713 -4.16856
H -0.17447 1.99167 -1.49646
H -0.18747 3.07287 -2.85436
F -2.29407 3.35227 5.84874
C -1.74597 2.55907 4.89454
C -0.85007 1.55327 5.25974
C -0.29197 0.73577 4.27974
C -0.62067 0.91407 2.92604
C -1.51077 1.92567 2.55624
C -2.07707 2.74547 3.54484
H -0.58547 1.40437 6.30024
H 0.40183 -0.04363 4.56254
H -1.76787 2.06487 1.51644
H -2.77417 3.52547 3.26754

Atomic partial charges in e from the Mulliken method, atoms 1 to 2:
1 C -0.168
2 C -1.371

***

Entry 2:
Entry from OMol25: C6H11NO in the gas phase at a distorted geometry (the ωB97M-V functional and the def2-TZVPD basis).

Results
* LUMO: 0.95 eV
* 2S+1: 1
* SMILES string: CN1[C@H]2[C@]1(C)[C@]2(C)O
* ΔE to the lowest compared entry with this formula, charge and spin: 338.4 kJ/mol
* orbital gap: 8.83 eV
* electronic energy: -365.10257 a.u.

Cartesian coordinates (Å):
C 2.40844 0.15120 -0.15111
C -1.33147 -1.80090 0.51605
C -0.25459 1.30076 -1.52066
C -1.07335 -0.31350 0.56254
C -0.15377 0.36766 -0.38001
C 0.27747 0.23620 1.02356
O -2.17995 0.46587 0.92995
N 1.11099 -0.45230 0.07096
H -2.57460 0.07467 1.71779
H 0.54813 0.96603 1.76435
H 2.40692 1.24957 -0.13590
H 3.08979 -0.18947 0.63368
H 2.78627 -0.17981 -1.11929
H -2.13628 -2.01470 -0.18577
H -0.42600 -2.30920 0.19906
H -1.61820 -2.16870 1.50218
H 0.61744 1.95111 -1.58070
H -0.34991 0.75411 -2.46074
H -1.14733 1.91142 -1.38595

Atomic partial charges in e from the Mulliken method, atoms 1 to 2:
1 C -0.912
2 C -1.481

***

Entry 3:
Entry from OMol25: 7 unconnected molecules or ions with the total composition C21H46F2N7O10P at a distorted geometry (the ωB97M-V functional and the def2-TZVPD basis).

Results
* LUMO: 2.70 eV
* total charge: -2
* 2S+1: 1
* ΔE to the lowest compared entry with this formula, charge and spin: 108.3 kJ/mol
* orbital gap: 2.54 eV
* electronic energy: -2504.44789 a.u.

Cartesian coordinates (Å):
O -3.23156 -0.04989 5.74251
C -2.56325 0.18128 4.70043
O -1.26865 -0.03681 4.72837
P -3.26095 0.77385 3.01970
N -5.00378 0.32271 3.38973
C -5.34606 -1.02808 3.54833
O -6.50192 -1.34703 3.51010
F -4.48437 -2.08851 3.69204
C -5.73325 1.22281 4.19309
O -6.87686 1.45160 3.94501
F -5.21928 1.93438 5.23661
H -2.98712 -0.52196 2.35413
H -3.71194 1.27469 1.73936
H -3.43164 2.15068 3.53284
H -1.90876 1.15546 2.64992
C -1.48248 -5.74777 3.04829
O -0.53857 -5.22227 2.49056
N -1.94899 -5.42517 4.27369
C -3.07880 -6.10707 4.86523
C -1.30038 -4.35996 5.02681
H -2.05274 -6.56730 2.57402
H -3.87048 -5.38207 5.06739
H -2.76693 -6.57510 5.80340
H -3.46224 -6.87570 4.19357
H -1.35314 -3.43201 4.45372
H -0.25084 -4.62140 5.17922
H -1.78889 -4.22054 5.98893
C -3.19500 0.25318 -0.65705
O -2.70138 1.31113 -0.34343
N -2.51327 -0.80402 -1.17186
C -3.16715 -2.04285 -1.52300
C -1.08253 -0.67940 -1.37054
H -4.27508 0.05792 -0.54043
H -2.73359 -2.85849 -0.93805
H -3.01768 -2.24172 -2.58951
H -4.23578 -1.98685 -1.31710
H -0.60614 -0.46491 -0.41110
H -0.88479 0.14921 -2.05048
H -0.67277 -1.59849 -1.78603
C 0.73859 0.98046 -4.11916
O 1.08684 -0.10983 -3.70476
N 1.32202 2.15525 -3.80016
C 0.85702 3.41836 -4.33504
C 2.45306 2.14752 -2.89100
H -0.11217 1.09446 -4.81275
H 1.67207 3.88688 -4.89029
H 0.55614 4.06955 -3.51142
H 0.00772 3.27036 -5.00100
H 3.24433 1.53833 -3.31540
H 2.14520 1.71098 -1.93807
H 2.81799 3.15993 -2.72889
C 0.29939 2.69878 8.62098
O 0.78267 3.29620 7.67445
N -0.58769 1.68897 8.54597
C -1.10197 1.04466 9.73101
C -1.05449 1.21892 7.23334
H 0.56856 2.95608 9.66457
H -0.84790 -0.01825 9.70184
H -2.18886 1.15578 9.75813
H -0.67451 1.48962 10.63226
H -0.20329 0.88064 6.64712
H -1.53098 2.04525 6.70726
H -1.76412 0.40391 7.34641
C 5.34364 0.33250 -3.66915
O 5.21744 1.37017 -4.29375
N 6.13077 -0.70451 -4.03342
C 6.22986 -1.91199 -3.23723
C 6.89834 -0.60330 -5.25943
H 4.80439 0.15412 -2.72473
H 7.26797 -2.05542 -2.92767
H 5.90910 -2.76657 -3.83714
H 5.60046 -1.84347 -2.35131
H 7.56938 0.25590 -5.19655
H 6.21840 -0.45158 -6.10043
H 7.47926 -1.51031 -5.41796
C 1.47969 3.74569 -8.81826
O 1.02880 4.53966 -8.01707
N 2.49823 2.88886 -8.57769
C 2.98360 1.96876 -9.58434
C 3.12462 2.89292 -7.26588
H 1.07647 3.66091 -9.84244
H 2.87386 0.94475 -9.21966
H 4.03937 2.17231 -9.78008
H 2.42195 2.07853 -10.51165
H 2.37369 2.66476 -6.50924
H 3.53098 3.88625 -7.06606
H 3.92314 2.15475 -7.22270

Atomic partial charges in e from the Mulliken method, atoms 1 to 2:
1 O -0.761
2 C 0.481

***

Entry 4:
Entry from OMol25: a molecular structure, C23H14F5MoNO2S3 at a distorted geometry (the ωB97M-V functional and the def2-TZVPD basis).

Results
* LUMO (spin up / spin down): -1.33 / -1.06 eV
* 2S+1: 3
* ΔE to the lowest compared entry with this formula, charge and spin: 95.4 kJ/mol
* orbital gap (spin up / spin down): 6.55 / 7.20 eV
* electronic energy: -2852.16807 a.u.
* <S²>: 2.02

Cartesian coordinates (Å):
Mo 0.32815 0.45486 -0.82096
F -0.74391 -1.57581 6.19411
C -0.19171 -1.30638 5.01435
C -0.84056 -0.48552 4.11228
F -2.03293 0.02940 4.41741
C -0.26226 -0.21375 2.88654
F -0.91547 0.60448 2.06320
C 0.94933 -0.77544 2.49963
S 1.72186 -0.56704 0.94513
C 1.58850 -1.58795 3.43870
F 2.75857 -2.14953 3.13817
C 1.03881 -1.84658 4.67904
F 1.68317 -2.62074 5.55192
O 0.08009 3.67817 1.43417
C 0.00837 3.25689 0.31220
O -0.02035 1.94735 0.05151
C -0.10700 4.10960 -0.89906
C -0.01170 5.48805 -0.68587
C -0.18556 6.38757 -1.71376
C -0.47315 5.91047 -2.98851
C -0.54991 4.55267 -3.22130
C -0.35250 3.62271 -2.19338
S -0.43951 1.93443 -2.70377
H 0.20227 5.82383 0.31985
H -0.10623 7.45060 -1.53015
H -0.63059 6.60279 -3.80584
H -0.75548 4.17978 -4.21635
C -1.41307 -0.85256 -1.13152
C -1.28689 -2.11994 -0.35704
C -1.88824 -2.28050 0.89378
C -1.72972 -3.45227 1.61796
C -0.97790 -4.49878 1.10613
C -0.42763 -4.38157 -0.16323
C -0.59150 -3.21343 -0.88701
H -2.28489 -0.27888 -0.81183
H -1.52304 -1.06795 -2.19630
H -2.50745 -1.48434 1.28821
H -2.20405 -3.55479 2.58678
H -0.84732 -5.40861 1.67743
H 0.12002 -5.21184 -0.59265
H -0.20341 -3.15089 -1.89649
S 2.19720 -1.58002 -4.49204
C 2.76678 -2.31729 -3.05109
C 2.17276 -1.76079 -1.97719
N 1.27091 -0.74339 -2.26367
C 1.20082 -0.56239 -3.56929
H 3.49225 -3.11256 -3.06963
H 2.34673 -2.05833 -0.95636
H 0.57734 0.18620 -4.03426

Atomic partial charges in e from the Mulliken method, atoms 1 to 2:
1 Mo 0.456
2 F -0.312

***

Entry 5:
Entry from OMol25: C11H12N2 in the gas phase at a distorted geometry (the ωB97M-V functional and the def2-TZVPD basis).

Results
* LUMO: 0.58 eV
* 2S+1: 1
* SMILES string: N#CC(C#N)C#CC1CCCCC1
* ΔE to the lowest compared entry with this formula, charge and spin: 304.3 kJ/mol
* orbital gap: 10.94 eV
* electronic energy: -535.76745 a.u.

Cartesian coordinates (Å):
N -2.05393 -3.45966 1.11543
N -0.73060 -3.51682 -2.95343
C -1.11168 -3.42897 0.42668
C -0.40352 -3.47567 -1.82861
C 0.64447 -2.05339 -0.31646
C 1.02493 -0.89324 -0.17530
C 0.06795 -3.39791 -0.44311
C -1.02513 2.19728 0.46256
C -0.67803 1.58570 -0.91380
C -0.52389 1.23122 1.53302
C 0.79794 1.34971 -1.07122
C 0.98623 1.02267 1.41128
C 1.41330 0.50051 0.02610
H 0.78849 -4.22037 -0.28112
H -0.52573 3.14997 0.64278
H -2.10379 2.43841 0.53818
H -0.98715 2.20989 -1.73109
H -1.18606 0.59728 -1.06345
H -0.74167 1.63846 2.52620
H -1.07895 0.31662 1.44843
H 1.18888 2.35402 -0.99729
H 0.98040 1.00322 -2.08807
H 1.32284 0.32362 2.20760
H 1.43446 2.01604 1.55015
H 2.50027 0.51139 -0.02544

Atomic partial charges in e from the Mulliken method, atoms 1 to 2:
1 N -0.436
2 N -0.418

***

Entry 6:
Entry from OMol25: a gas-phase ion, CH3I3P (charge +1) at a distorted geometry (the ωB97M-V functional and the def2-TZVPD basis).

Results
* LUMO: -6.21 eV
* total charge: +1
* 2S+1: 1
* ΔE to the lowest compared entry with this formula, charge and spin: 12.8 kJ/mol
* orbital gap: 7.92 eV
* electronic energy: -1274.09582 a.u.

Cartesian coordinates (Å):
C -0.15452 0.13740 0.11019
P -2.02390 -0.02386 0.04538
I -2.89587 2.09625 -0.76208
I -2.91957 -1.77160 -1.52955
I -2.89202 -0.33648 2.27044
H 0.34064 -0.84370 0.36567
H 0.00221 1.22408 0.47044
H 0.21553 0.33183 -0.88756

Atomic partial charges in e from the Mulliken method, atoms 1 to 2:
1 C -0.887
2 P -0.036